Formula: C29H63Ca2N2O11P
Source: OMol25
Level of theory: ωB97M-V/def2-TZVPD

Properties
multiplicity	2
HOMO (spin up / spin down)	-10.31 / -10.31	eV
<S²>	0.76
energy	-3776.465806	Ha
F_max	6.4	eV/A
net charge	+1

Element x y z (Å)
Ca  -7.76  1.35  16.56
Ca  -9.02  0.32  19.93
P  -8.05  -1.29  18.00
O  -7.16  0.74  21.34
O  -9.72  2.49  20.06
O  -11.17  -0.36  19.95
O  -7.62  -2.26  16.86
O  -9.06  -0.13  17.68
O  -9.59  0.07  22.14
O  -9.93  4.90  22.38
O  -6.93  -0.29  17.93
O  -8.35  2.41  18.60
O  -8.33  -1.72  19.48
O  -9.16  4.47  19.16
N  -14.12  7.69  17.55
N  -9.31  2.29  15.13
C  -12.33  0.10  20.66
C  -10.34  7.12  21.93
C  -6.24  -0.08  22.08
C  -12.30  5.94  18.23
C  -9.74  -1.17  22.74
C  -11.65  3.19  14.68
C  -9.73  1.21  22.99
C  -14.20  6.41  15.30
C  -13.56  -0.45  19.94
C  -16.13  9.14  17.09
C  -12.95  7.44  18.42
C  -9.92  -0.07  14.17
C  -10.70  2.49  15.75
C  -13.70  7.60  16.15
C  -8.63  5.54  22.39
C  -6.53  2.04  21.21
C  -10.36  -0.75  24.09
C  -9.09  3.16  19.24
C  -9.00  6.77  21.51
C  -10.96  5.77  22.24
C  -9.84  0.65  24.41
C  -5.54  0.85  23.06
C  -8.53  4.59  15.77
C  -11.61  -1.14  18.82
C  -9.25  1.37  13.94
C  -8.58  3.47  14.68
C  -5.37  2.10  22.25
C  -14.84  8.92  17.98
C  -12.99  -1.55  19.12
H  -5.51  -0.57  21.43
H  -12.36  -0.32  21.67
H  -13.89  6.42  14.25
H  -8.20  1.22  13.66
H  -12.21  1.17  20.76
H  -13.94  0.32  19.27
H  -7.84  4.92  21.96
H  -10.56  1.15  25.04
H  -16.93  8.43  17.26
H  -13.31  7.53  19.44
H  -11.33  5.78  18.69
H  -14.30  -0.71  20.70
H  -7.56  3.12  14.50
H  -9.61  1.83  13.02
H  -6.17  2.09  20.18
H  -4.44  1.93  21.71
H  -10.53  1.86  22.65
H  -10.96  -1.99  18.63
H  -8.34  7.63  21.52
H  -9.99  -0.69  13.28
H  -11.61  5.77  23.12
H  -15.18  8.90  19.01
H  -8.85  0.51  24.85
H  -7.31  2.80  21.27
H  -6.12  1.12  23.94
H  -4.59  0.48  23.44
H  -12.97  -2.41  19.79
H  -11.65  -0.55  17.91
H  -9.08  3.87  13.80
H  -6.86  -0.77  22.66
H  -14.32  9.85  17.75
H  -10.43  -1.82  22.21
H  -10.67  3.08  16.67
H  -12.06  8.05  18.28
H  -10.35  7.78  22.81
H  -11.59  5.52  21.38
H  -12.61  7.70  16.14
H  -10.29  -1.55  24.83
H  -13.57  -1.81  18.24
H  -11.90  5.87  17.21
H  -11.24  1.55  15.89
H  -11.86  2.41  13.95
H  -9.47  -0.62  15.00
H  -14.13  8.39  15.53
H  -8.82  -1.65  23.07
H  -11.10  4.00  14.21
H  -8.37  5.61  23.45
H  -10.96  0.11  14.47
H  -8.76  1.71  22.99
H  -12.56  3.55  15.16
H  -10.89  7.64  21.15
H  -9.90  4.61  19.75
H  -8.86  6.44  20.48
H  -12.89  5.09  18.56
H  -15.29  6.39  15.31
H  -13.75  5.47  15.61
H  -5.30  3.02  22.82
H  -9.56  4.83  16.01
H  -16.51  10.16  17.14
H  -11.44  -0.75  23.94
H  -7.98  4.23  16.64
H  -15.89  9.05  16.03
H  -7.89  5.44  15.50